1.
{
  "formula": "C6H8NO3S",
  "method": "ωB97M-V/def2-TZVPD",
  "elements": ["C", "C", "C", "C", "C", "C", "N", "O", "O", "O", "S", "H", "H", "H", "H", "H", "H", "H", "H"],
  "positions_angstrom": [[1.4363, 2.4579, -0.5369], [-1.4560, 1.8368, 0.2220], [-0.3277, 1.1456, 0.5788], [-2.7143, 1.1366, 0.4499], [3.3362, -1.7197, -0.9440], [1.0294, 1.5652, 0.4016], [1.7959, 3.1225, -1.4184], [1.8315, -0.8445, 1.5183], [2.3598, -0.6368, -0.8868], [3.5105, 0.8345, 0.8192], [2.2055, 0.2021, 0.5895], [-1.4331, 2.9305, 0.0429], [-0.5969, 0.1226, 1.0649], [-3.1258, 1.0476, 1.5394], [-3.4092, 1.7718, -0.0871], [-2.7449, 0.0975, 0.1767], [3.0009, -2.4326, -1.6595], [4.2206, -1.2687, -1.3597], [3.3718, -2.1810, 0.0207]],
  "atomic_forces_ev_per_a": [[0.69, 1.16, -1.91], [2.70, -0.39, 1.52], [-1.93, -0.24, -0.13], [-2.29, 0.68, 1.90], [-1.05, 1.87, 0.11], [0.54, -4.24, 1.71], [-0.13, 0.28, 0.37], [-0.55, 0.52, -0.17], [-0.60, 0.53, 0.59], [-1.12, -0.91, -0.45], [1.91, 1.15, -0.30], [-0.04, -0.91, -0.33], [1.21, 1.68, -1.02], [0.78, 0.70, -1.30], [-1.04, -0.65, -0.20], [0.09, -0.31, -0.86], [-0.67, -0.55, -0.58], [0.84, -0.11, 0.49], [0.66, -0.26, 0.56]],
  "lowdin_charge": [-0.354, -0.225, -0.169, -0.197, -0.104, -0.361, 0.113, -0.341, -0.336, -0.351, 0.688, 0.102, 0.137, 0.090, 0.049, 0.052, 0.063, 0.077, 0.067],
  "homo_ev": -3.5,
  "total_charge": -1,
  "max_force_ha_per_bohr": 0.0895,
  "relative_energy_kcal_mol": 52.6,
  "e_lumo_ev": 3.54,
  "orbital_gap_ev": 7.068,
  "smiles": "C/C=C/C(C#N)=[S@](=O)([O-])OC"
}



2.
{
  "formula": "C6H8O2",
  "method": "ωB97M-V/def2-TZVPD",
  "elements": ["C", "C", "C", "C", "C", "C", "H", "H", "H", "H", "H", "H", "H", "H", "O", "O"],
  "positions_angstrom": [[-0.2171, -0.6085, 1.8795], [-0.1154, -0.1102, 0.5190], [0.3879, -1.0361, -0.7451], [0.9493, 0.2778, -1.0206], [-0.1631, 1.2712, -1.2681], [-1.0343, 0.8958, -0.1768], [0.1899, 0.1236, 2.6891], [0.5051, -1.4610, 1.9646], [-1.4028, -0.7716, 2.2703], [1.2722, -1.7101, -0.4289], [-0.3323, -1.6000, -1.5848], [1.9362, 0.0673, -1.6977], [-0.6659, 1.5696, -2.3202], [-2.1180, 0.5413, -0.2618], [1.1792, 0.3970, 0.3466], [-0.3707, 2.1537, -0.1652]],
  "atomic_forces_ev_per_a": [[-2.23, -0.21, 4.01], [0.15, -2.04, -0.80], [-2.98, -3.72, -0.95], [4.89, -0.45, -3.87], [-1.88, 0.79, -2.93], [-0.69, -1.67, 0.69], [-0.70, -0.73, -1.74], [-1.29, 0.24, 0.19], [3.40, -0.18, -1.24], [-1.84, 0.79, -0.38], [1.63, 1.47, 2.26], [-2.12, 1.82, 1.41], [1.67, -0.64, 2.55], [1.28, 1.69, 0.24], [1.92, 2.38, 1.21], [-1.22, 0.46, -0.67]],
  "lowdin_charge": [-0.027, -0.480, -0.041, -0.348, -0.184, -0.191, 0.115, 0.090, 0.151, 0.143, 0.164, 0.196, 0.201, 0.186, -0.024, 0.050],
  "homo_ev": -9.7,
  "max_force_ha_per_bohr": 0.1216,
  "relative_energy_kcal_mol": 129.2,
  "e_lumo_ev": 0.96,
  "orbital_gap_ev": 10.706
}